Here is a structure of composition C4H6N2O from the Open Molecules 2025 dataset. Energies are from wB97M-V/def2-TZVPD.

Geometry as XYZ:
```
13
C4H6N2O | the Open Molecules 2025 dataset | wB97M-V/def2-TZVPD
C 1.4168 -1.0016 -0.2734
C -0.0275 1.3149 1.0059
C -1.2555 -0.3509 -0.2064
C -1.2375 0.9921 0.9071
O 0.5518 0.0291 -0.3427
N 2.6773 -0.9382 -0.3560
N -1.8597 -0.3021 -1.3070
H 2.9965 0.0284 -0.4491
H -1.6268 0.4862 -1.9044
H 0.9359 -1.9754 -0.1746
H 0.9188 1.7059 1.3086
H -1.3114 -1.2302 0.4320
H -2.1788 1.2417 1.3600
```

energy relative to the best compared isomer or geometry (same formula, charge and spin)	617.4	kJ/mol
total charge	0

Here is the molecule C4H6N2O from the Open Molecules 2025 dataset. Energies are from wB97M-V/def2-TZVPD.

Geometry as XYZ:
```
13
C4H6N2O | the Open Molecules 2025 dataset | wB97M-V/def2-TZVPD
C -2.2800 0.1717 -0.0242
C -0.8295 0.0854 -0.3689
C 0.2603 0.6443 0.3561
C 1.3133 -0.1029 -0.0871
N 2.5627 -0.3741 0.3897
O 0.9393 -0.8797 -1.1085
N -0.4466 -0.7894 -1.2621
H -2.8013 -0.6474 -0.5246
H -2.3738 0.0217 1.0576
H -2.7463 1.1243 -0.2821
H 0.2308 1.4061 1.1214
H 3.0526 0.3230 0.9221
H 3.1185 -0.9829 -0.1894
```

SMILES string	Cc1cc(N)on1
energy relative to the best compared isomer or geometry (same formula, charge and spin)	177.8	kJ/mol
total charge	0

Here is the molecule C4H6N2O from the Open Molecules 2025 dataset. Energies are from wB97M-V/def2-TZVPD.

Geometry as XYZ:
```
13
C4H6N2O | the Open Molecules 2025 dataset | wB97M-V/def2-TZVPD
H -2.3834 -0.6630 -0.3096
N -1.7480 -1.5567 -0.2201
C -0.4958 -1.3454 -0.0141
N 0.0261 -0.0577 0.2792
C -0.8913 0.9780 0.3597
C -0.6578 2.0379 -0.3263
C 1.3632 0.1793 0.1297
O 2.4174 -0.5118 -0.1317
H 0.1059 -2.2633 -0.0539
H -1.4864 0.9291 1.2078
H -1.2255 3.0739 -0.3440
H 0.2947 1.9551 -0.9215
H 1.4991 1.2643 0.1667
```

SMILES string	[H]/N=C\N(C=C)C=O
energy relative to the best compared isomer or geometry (same formula, charge and spin)	292.6	kJ/mol
total charge	0